Entry 1:
{
  "formula": "C3H3OY",
  "method": "the ωB97M-V functional and the def2-TZVPD basis",
  "energy_ev": -6244.787,
  "largest_force_ev_per_a": 4.465,
  "elements": ["C", "C", "C", "H", "H", "H", "O", "Y"],
  "xyz": [[-0.138, -0.010, 0.099], [1.415, 0.149, 0.090], [0.415, 0.840, 0.933], [1.902, 0.675, -0.746], [2.039, -0.657, 0.505], [0.276, 1.556, 1.740], [-3.832, -1.484, -1.739], [-2.078, -1.069, -0.882]]
}

=====

Entry 2:
{
  "formula": "C23H33CoN5O7S3",
  "method": "the ωB97M-V functional and the def2-TZVPD basis",
  "energy_ev": -116286.936,
  "total_charge": 2,
  "spin_multiplicity": 2,
  "largest_force_ev_per_a": 1.020,
  "relative_energy_kcal_mol": 0.0,
  "elements": ["Co", "S", "C", "C", "N", "C", "H", "H", "H", "C", "S", "O", "C", "C", "C", "C", "C", "C", "H", "H", "H", "H", "H", "H", "H", "H", "O", "C", "O", "C", "N", "C", "C", "C", "H", "H", "H", "H", "H", "H", "H", "H", "H", "C", "C", "S", "O", "O", "C", "C", "N", "C", "N", "C", "C", "N", "O", "O", "C", "H", "H", "H", "H", "H", "H", "H", "H", "H", "H", "H", "H", "H"],
  "xyz": [[-0.060, -1.897, 0.111], [1.026, -3.396, 4.217], [0.919, -1.694, 4.241], [0.644, -1.228, 2.999], [0.514, -2.207, 2.041], [0.692, -3.398, 2.559], [1.059, -1.131, 5.149], [0.528, -0.191, 2.722], [0.643, -4.310, 1.984], [4.114, -2.849, -0.964], [2.910, -1.579, -1.297], [1.625, -2.189, -0.723], [3.502, -0.308, -0.222], [4.094, 0.798, -0.813], [4.648, 1.775, 0.003], [4.580, 1.647, 1.380], [3.973, 0.537, 1.958], [3.439, -0.457, 1.157], [4.094, -3.080, 0.099], [5.087, -2.461, -1.261], [3.856, -3.719, -1.565], [4.143, 0.886, -1.892], [5.126, 2.638, -0.441], [5.007, 2.413, 2.013], [3.938, 0.441, 3.036], [2.995, -1.342, 1.589], [-1.282, -2.776, -1.456], [-2.216, -2.723, -0.642], [-2.031, -2.311, 0.552], [-3.603, -3.174, -1.034], [-4.544, -2.901, 0.131], [-5.257, -4.194, 0.476], [-5.117, -5.025, -0.787], [-3.710, -4.685, -1.273], [-3.940, -2.603, -1.898], [-5.207, -2.162, -0.094], [-3.947, -2.561, 0.900], [-6.279, -3.972, 0.770], [-4.729, -4.634, 1.320], [-5.860, -4.718, -1.526], [-5.257, -6.085, -0.590], [-3.541, -4.929, -2.318], [-2.959, -5.209, -0.678], [1.898, 6.028, 1.009], [1.647, 5.522, -0.408], [0.562, 4.119, -0.356], [1.309, 2.946, 0.047], [-0.632, 4.471, 0.374], [0.076, 3.836, -2.053], [-1.240, 3.074, -2.080], [-1.234, 1.938, -1.151], [-0.484, 0.819, -1.281], [-0.546, 0.080, -0.181], [-1.344, 0.755, 0.707], [-1.759, 1.898, 0.121], [-2.727, 2.820, 0.661], [-2.879, 2.779, 1.860], [-3.316, 3.544, -0.114], [0.271, 0.459, -2.507], [2.624, 6.838, 0.974], [2.296, 5.237, 1.644], [0.978, 6.400, 1.455], [2.562, 5.183, -0.894], [1.158, 6.275, -1.027], [0.895, 3.283, -2.511], [-0.047, 4.787, -2.569], [-1.424, 2.703, -3.088], [-2.068, 3.711, -1.795], [-1.590, 0.388, 1.687], [-0.288, 0.711, -3.408], [0.452, -0.614, -2.510], [1.233, 0.975, -2.542]]
}

=====

Entry 3:
{
  "formula": "C18H22F13N3O",
  "method": "the ωB97M-V functional and the def2-TZVPD basis",
  "smiles": "N#C[C@H](CCCCN)[C@H](C#N)CCC(F)(F)C(F)(F)C(F)(F)C(F)(F)C(F)(F)C(F)(F)F.CCO",
  "energy_ev": -60861.243,
  "largest_force_ev_per_a": 6.941,
  "elements": ["N", "C", "C", "C", "C", "C", "C", "N", "C", "C", "N", "C", "C", "C", "F", "F", "C", "F", "F", "C", "F", "F", "C", "F", "F", "C", "F", "F", "C", "F", "F", "F", "H", "H", "H", "H", "H", "H", "H", "H", "H", "H", "H", "H", "H", "H", "H", "H", "C", "C", "O", "H", "H", "H", "H", "H", "H"],
  "xyz": [[-2.973, 2.379, 1.511], [-1.852, 2.382, 1.036], [-0.360, 2.208, 0.404], [-0.511, 2.504, -1.171], [0.188, 1.439, -2.152], [1.749, 1.829, -2.280], [2.497, 0.942, -3.404], [2.708, -0.459, -2.889], [0.121, 0.723, 0.790], [-1.162, -0.243, 0.532], [-2.123, -0.962, 0.396], [0.458, 0.583, 2.394], [1.950, 0.032, 2.646], [2.081, -1.105, 3.767], [3.177, -0.687, 4.636], [0.943, -1.222, 4.637], [2.570, -2.553, 3.184], [3.875, -2.444, 2.611], [2.748, -3.369, 4.373], [1.478, -3.272, 2.243], [1.101, -4.488, 2.933], [0.241, -2.516, 2.158], [1.938, -3.535, 0.728], [2.526, -2.365, 0.099], [3.009, -4.507, 0.799], [0.783, -4.019, -0.280], [1.464, -4.388, -1.509], [-0.099, -2.947, -0.670], [-0.040, -5.321, 0.171], [-1.114, -4.952, 1.058], [0.766, -6.350, 0.746], [-0.673, -5.868, -1.006], [0.275, 3.028, 0.901], [-1.610, 2.640, -1.491], [0.017, 3.522, -1.364], [-0.016, 0.339, -1.912], [-0.269, 1.622, -3.207], [2.299, 1.828, -1.256], [1.780, 2.926, -2.668], [3.510, 1.370, -3.727], [1.853, 0.874, -4.368], [2.706, -0.356, -1.853], [1.895, -1.049, -3.117], [1.046, 0.353, 0.213], [-0.378, -0.028, 2.879], [0.389, 1.666, 2.800], [2.574, 0.944, 3.006], [2.488, -0.338, 1.693], [-5.591, 4.379, -1.326], [-5.111, 3.223, -2.179], [-3.716, 3.019, -1.991], [-5.051, 5.295, -1.582], [-6.661, 4.550, -1.465], [-5.401, 4.183, -0.266], [-5.282, 3.432, -3.238], [-5.639, 2.300, -1.920], [-3.573, 2.826, -1.052]]
}

=====

Entry 4:
{
  "formula": "C4H12N2",
  "method": "the ωB97M-V functional and the def2-TZVPD basis",
  "smiles": "C[C@@H](N)CCN",
  "energy_ev": -7322.203,
  "largest_force_ev_per_a": 3.493,
  "relative_energy_kcal_mol": 19.1,
  "elements": ["C", "C", "N", "C", "C", "N", "H", "H", "H", "H", "H", "H", "H", "H", "H", "H", "H", "H"],
  "xyz": [[-0.590, -2.140, 0.466], [-0.333, -0.641, 0.520], [0.532, -0.246, 1.651], [0.294, -0.048, -0.808], [-0.098, 1.326, -1.290], [0.077, 2.451, -0.313], [-1.459, -2.342, -0.165], [0.295, -2.730, 0.163], [-0.843, -2.371, 1.511], [-1.234, 0.010, 0.603], [1.263, -0.929, 1.769], [0.786, 0.724, 1.637], [-0.059, -0.836, -1.543], [1.394, -0.120, -0.774], [0.462, 1.654, -2.181], [-1.159, 1.356, -1.579], [1.038, 2.735, -0.207], [-0.369, 2.145, 0.539]]
}

=====

Entry 5:
{
  "formula": "C6H8O6Tb",
  "method": "the ωB97M-V functional and the def2-TZVPD basis",
  "energy_ev": -41015.387,
  "total_charge": 4,
  "spin_multiplicity": 8,
  "largest_force_ev_per_a": 4.560,
  "elements": ["O", "C", "O", "O", "C", "C", "C", "C", "Tb", "H", "H", "H", "H", "H", "H", "O", "C", "O", "H", "O", "H"],
  "xyz": [[-2.361, -1.223, -1.698], [-1.591, -0.188, -1.531], [-1.610, 0.400, -0.445], [-0.877, 0.127, -2.544], [0.042, 1.261, -2.439], [1.326, 0.830, -1.798], [1.703, 1.275, -0.594], [3.014, 0.930, 0.038], [-2.554, 0.537, 1.612], [-0.457, 2.061, -1.883], [0.191, 1.565, -3.479], [1.962, 0.150, -2.373], [1.057, 1.947, -0.023], [3.554, 1.832, 0.339], [3.663, 0.317, -0.599], [2.812, 0.231, 1.310], [2.493, -0.994, 1.402], [1.663, -1.631, 1.995], [2.679, -2.818, 1.211], [3.331, -1.987, 0.776], [3.885, -1.714, 0.011]]
}

=====

Entry 6:
{
  "formula": "C3H5NO2",
  "method": "the ωB97M-V functional and the def2-TZVPD basis",
  "smiles": "[H]/N=C/C=O.C=O",
  "energy_ev": -8774.821,
  "largest_force_ev_per_a": 0.523,
  "relative_energy_kcal_mol": 66.3,
  "elements": ["H", "N", "C", "C", "O", "H", "H", "C", "O", "H", "H"],
  "xyz": [[0.139, -0.833, -2.560], [0.690, -0.285, -1.897], [0.002, 0.513, -1.199], [0.808, 1.312, -0.195], [1.318, 0.812, 0.775], [-1.077, 0.720, -1.254], [0.965, 2.379, -0.441], [-0.690, -1.151, 1.707], [-1.369, -1.459, 0.764], [0.315, -1.598, 1.873], [-1.102, -0.411, 2.427]]
}